# 1
Molecular formula: C41H32F5N5O3SSeZr
Method: DFT, wB97M-V/def2-TZVPD

Geometry as XYZ:
```
89
Properties=species:S:1:pos:R:3:forces:R:3:lowdin_charge:R:1
Zr -0.096 0.497 -0.039 0.729 2.974 0.056 1.53
C -3.297 2.207 -1.858 0.013 -0.053 0.078 -0.09
O -2.714 1.014 -1.337 -0.192 -0.084 0.016 -0.24
C -3.585 0.171 -0.689 0.103 0.022 -0.237 -0.32
C -4.946 0.384 -0.593 -0.237 0.064 0.022 -0.02
C -5.744 -0.553 0.053 -0.052 -0.023 -0.019 -0.07
C -5.192 -1.716 0.565 -0.003 0.006 0.014 -0.08
C -3.826 -1.933 0.451 0.000 -0.094 0.154 -0.02
C -3.019 -0.977 -0.136 0.215 -0.079 -0.027 -0.21
N -1.607 -1.106 -0.303 -0.601 -0.547 0.270 -0.09
N -1.203 -2.317 -0.390 -0.201 -0.241 -0.481 0.14
C -0.074 -2.609 -1.075 0.322 -0.023 0.205 -0.15
C 0.436 -1.670 -2.007 -0.387 -0.324 -0.043 -0.32
O 0.215 -0.418 -1.850 0.081 -0.458 -0.890 -0.23
C 1.038 -2.158 -3.209 0.208 0.131 -0.024 0.01
C 1.377 -3.460 -3.310 0.018 -0.210 0.045 0.00
C 1.118 -4.400 -2.246 0.131 -0.030 -0.148 -0.17
C 1.593 -5.723 -2.305 0.045 0.047 -0.086 -0.03
C 1.340 -6.603 -1.280 0.000 -0.047 0.010 -0.08
C 0.597 -6.183 -0.168 -0.014 0.020 0.015 -0.07
C 0.122 -4.892 -0.092 -0.051 -0.027 0.046 -0.02
C 0.377 -3.985 -1.129 -0.097 0.115 0.073 -0.11
H -4.042 1.961 -2.614 -0.035 -0.019 -0.065 0.10
H -2.496 2.779 -2.302 0.115 0.056 -0.044 0.07
H -3.743 2.790 -1.055 -0.044 0.047 0.078 0.08
H -5.400 1.279 -0.996 0.042 -0.079 0.031 0.11
H -6.809 -0.367 0.141 0.100 -0.031 0.000 0.11
H -5.819 -2.451 1.056 0.049 0.033 -0.043 0.10
H -3.370 -2.842 0.820 -0.026 0.031 0.018 0.11
H 1.270 -1.436 -3.983 0.003 -0.041 0.044 0.13
H 1.881 -3.818 -4.203 -0.019 -0.009 0.071 0.13
H 2.179 -6.030 -3.167 -0.073 0.013 0.091 0.12
H 1.719 -7.619 -1.326 -0.035 0.104 0.004 0.10
H 0.406 -6.876 0.644 0.010 0.056 -0.068 0.11
H -0.435 -4.551 0.775 0.029 -0.063 -0.066 0.11
C 1.402 3.976 2.667 0.042 0.138 0.142 -0.03
C 1.504 5.068 1.827 0.057 0.116 0.017 -0.03
C 1.323 4.884 0.467 0.015 0.154 0.004 0.00
C 0.997 3.625 -0.003 -0.132 -0.118 -0.003 -0.26
N 0.837 2.577 0.819 0.149 0.236 -0.126 -0.09
C 1.083 2.750 2.119 0.104 -0.137 -0.252 -0.14
C 0.803 3.358 -1.448 -0.187 -0.040 0.330 -0.27
C 1.521 4.063 -2.399 0.121 0.167 -0.041 -0.01
C 1.411 3.698 -3.722 0.057 0.090 -0.093 -0.03
C 0.542 2.675 -4.061 0.003 0.082 -0.211 -0.03
C -0.167 2.057 -3.058 -0.225 -0.041 0.268 -0.14
N -0.037 2.365 -1.760 0.368 -0.049 -0.187 0.02
H 1.541 4.072 3.736 0.008 -0.053 -0.060 0.12
H 1.729 6.051 2.226 -0.011 -0.060 -0.048 0.12
H 1.411 5.711 -0.225 -0.019 -0.024 0.058 0.12
H 1.011 1.864 2.721 -0.033 -0.153 0.116 0.10
H 2.212 4.834 -2.089 -0.019 -0.042 -0.026 0.12
H 2.004 4.195 -4.479 -0.016 -0.013 0.017 0.12
H 0.420 2.355 -5.088 -0.023 0.011 0.050 0.11
H -0.875 1.276 -3.287 0.015 -0.163 0.016 0.11
F 5.311 -3.680 -3.109 0.098 -0.225 -0.144 0.12
C 4.672 -2.638 -2.580 0.080 -0.141 -0.059 -0.16
C 4.010 -2.769 -1.381 0.023 0.003 0.004 -0.16
F 4.017 -3.943 -0.752 -0.083 -0.172 0.120 0.13
C 3.344 -1.686 -0.856 0.379 0.566 -0.578 -0.27
F 2.652 -1.892 0.248 -0.458 -0.038 1.048 0.10
C 3.372 -0.409 -1.436 -0.292 -0.396 0.183 -0.52
S 2.648 0.995 -0.675 -0.204 -0.453 0.244 0.72
C 4.026 -0.340 -2.660 -0.093 0.035 0.004 -0.25
F 4.034 0.807 -3.345 0.085 0.163 -0.121 0.08
C 4.656 -1.429 -3.232 -0.002 0.235 -0.135 -0.15
F 5.244 -1.321 -4.426 0.116 0.062 -0.130 0.12
Se -2.090 1.918 1.307 -0.856 0.192 -0.211 0.84
C -1.815 2.679 3.025 0.295 -0.213 -0.001 -0.62
C -1.205 2.022 4.092 -0.061 0.040 0.112 -0.13
C -1.048 2.686 5.301 -0.076 0.165 -0.075 -0.15
N -1.456 3.939 5.522 -0.064 -0.079 -0.206 0.05
C -2.079 4.546 4.505 0.094 -0.102 0.103 -0.16
C -2.282 3.969 3.260 0.032 0.092 0.123 -0.13
H -0.866 0.999 3.987 0.062 0.160 0.018 0.06
H -0.564 2.188 6.138 -0.031 0.017 -0.056 0.10
H -2.427 5.558 4.697 0.026 -0.076 -0.013 0.10
H -2.791 4.511 2.473 0.047 0.033 0.033 0.09
C 1.294 -1.116 3.644 0.175 0.215 -0.005 -0.04
C 0.306 -1.333 2.517 0.084 0.043 0.322 -0.49
C -1.102 -1.576 3.039 -0.114 0.005 -0.090 -0.04
O 0.345 -0.212 1.638 0.243 -1.301 0.687 -0.44
H 1.411 -2.028 4.233 -0.032 0.031 0.003 0.09
H 0.952 -0.315 4.307 0.047 -0.042 0.006 0.07
H 2.266 -0.839 3.234 0.002 -0.013 0.038 0.09
H 0.621 -2.217 1.966 0.152 -0.105 -0.282 0.12
H -1.604 -0.630 3.241 -0.042 -0.073 0.023 0.06
H -1.063 -2.163 3.959 -0.016 0.003 -0.044 0.09
H -1.705 -2.119 2.313 -0.035 0.034 0.004 0.05
```
Positions in Å, forces in eV/Å.

Results
highest occupied orbital energy	-7.34	eV
gap between HOMO and LUMO	0.2312	Eh
charge	0
LUMO	-0.0385	Eh



# 2
Molecular formula: C41H33BF4LaN19O2SeSi
Method: DFT, wB97M-V/def2-TZVPD

Geometry as XYZ:
```
103
Properties=species:S:1:pos:R:3:forces:R:3:mulliken_spin:R:1
La 0.031 -1.050 -0.089 0.532 0.324 -0.030 0.00
C -0.878 -4.305 3.328 0.110 1.389 0.073 0.00
C -0.105 -3.266 2.727 -0.309 -1.630 0.658 0.00
N -0.622 -2.897 1.569 -0.651 0.100 0.248 0.00
N -1.772 -3.585 1.454 -1.826 -0.734 -1.137 0.00
C -1.961 -4.427 2.479 0.693 0.018 0.478 0.00
B -2.912 -3.437 0.324 0.925 0.086 0.215 0.00
N -2.226 -3.677 -1.055 0.556 1.081 -0.607 0.00
C -2.452 -4.538 -2.048 1.053 -0.940 -0.415 0.00
C -1.559 -4.282 -3.105 -0.959 0.257 0.676 0.00
C -0.884 -3.152 -2.703 0.961 1.014 -0.319 0.00
N -1.245 -2.764 -1.470 -0.769 -0.634 0.111 0.00
N -3.375 -1.974 0.440 -0.736 -0.792 -1.042 0.00
C -4.623 -1.519 0.280 -0.508 1.435 0.438 0.00
C -4.659 -0.128 0.554 1.659 -2.098 0.553 0.00
C -3.281 0.112 0.841 -1.600 -0.526 -0.889 0.00
N -2.520 -0.988 0.692 -0.211 1.744 0.700 0.00
N -4.066 -4.370 0.646 -0.992 -0.893 0.556 0.00
C -4.945 -4.248 1.712 0.981 -0.378 -0.047 0.00
C -5.587 -5.438 1.947 -0.087 0.336 -1.327 0.00
C -5.143 -6.227 0.853 0.250 -0.032 -0.063 0.00
N -4.202 -5.643 0.127 -0.298 0.490 0.161 0.00
H -0.808 -4.722 4.324 0.317 -0.072 -0.291 0.00
H 0.818 -2.846 3.037 0.683 0.240 0.331 0.00
H -2.858 -5.027 2.568 0.347 0.035 -0.076 0.00
H -3.082 -5.400 -1.885 -0.266 0.307 -0.054 0.00
H -1.454 -4.771 -4.047 -0.126 -0.309 -0.201 0.00
H -0.133 -2.555 -3.292 -0.808 -0.773 0.895 0.00
H -5.410 -2.192 0.002 -0.176 -0.126 0.077 0.00
H -5.538 0.469 0.771 0.362 0.041 -0.462 0.00
H -2.901 1.064 1.081 0.748 0.683 0.277 0.00
H -4.908 -3.365 2.293 -0.190 0.752 0.442 0.00
H -6.376 -5.709 2.641 0.356 0.324 -0.082 0.00
H -5.559 -7.173 0.545 0.355 -0.195 0.067 0.00
O 0.315 3.342 1.030 0.422 0.938 0.899 0.00
C -0.226 2.418 0.518 -0.177 -0.398 0.023 0.00
O -0.511 1.253 1.121 0.164 -0.559 1.062 0.00
C -0.717 2.433 -0.865 -0.022 0.233 -0.749 0.00
C -0.935 3.626 -1.527 -0.847 0.543 0.300 0.01
C -1.615 3.594 -2.744 0.534 2.475 0.118 0.00
C -1.908 2.434 -3.366 0.943 -0.863 1.492 0.00
C -1.491 1.312 -2.671 -0.195 -2.411 0.105 0.00
N -0.972 1.248 -1.430 -0.246 0.424 -1.165 0.00
H -0.781 4.612 -1.081 0.335 -0.583 0.121 0.00
H -1.851 4.565 -3.202 0.004 -0.478 0.127 0.00
H -2.369 2.386 -4.300 -0.638 -0.239 -1.290 0.00
H -1.628 0.320 -3.115 -0.031 0.350 -0.032 0.00
N 0.741 -4.873 -0.161 -0.653 3.694 0.751 0.00
C 1.901 -4.211 -0.044 0.603 0.275 -0.156 0.00
N 2.926 -5.023 -0.210 1.169 0.142 -0.729 0.00
C 4.107 -4.432 -0.318 0.928 -0.979 1.459 0.00
N 5.163 -5.226 -0.534 -1.147 -1.514 -0.523 0.00
N 4.416 -3.136 -0.002 -0.604 -0.415 -0.832 0.00
C 3.351 -2.412 0.185 -1.771 0.303 0.452 0.00
N 2.057 -2.866 0.174 -0.350 0.009 -0.232 0.00
C 3.556 -0.953 0.526 3.681 -0.124 -0.680 0.00
C 4.941 -0.534 0.579 -2.854 0.708 0.381 0.00
C 5.201 0.802 0.895 1.849 -0.270 -0.637 0.00
C 4.170 1.670 1.106 -1.282 -1.213 0.596 0.00
C 2.898 1.129 1.082 -0.842 2.259 0.116 0.00
N 2.584 -0.082 0.711 -1.477 -1.821 0.402 0.00
H 0.867 -5.828 -0.246 -0.241 -2.007 -0.090 0.00
H -0.089 -4.398 0.188 0.100 -0.820 -0.301 0.00
H 5.076 -6.241 -0.728 -0.126 1.435 0.259 0.00
H 6.041 -4.802 -0.559 1.448 0.534 -0.073 0.00
H 5.675 -1.252 0.342 0.801 -0.481 -0.024 0.00
H 6.236 1.194 0.917 -0.640 -0.489 -0.018 0.00
H 4.214 2.692 1.361 0.620 0.984 0.162 0.00
H 2.065 1.809 1.327 0.432 -0.462 -0.206 0.00
F 0.873 3.400 -5.410 -1.026 0.260 -1.002 -0.01
C 1.439 3.619 -4.253 1.392 -0.275 0.504 -0.05
C 1.743 4.904 -3.879 -0.215 0.810 1.611 0.11
F 1.214 5.952 -4.504 -0.183 -0.374 -0.920 0.01
C 2.420 5.263 -2.654 -0.285 -2.670 -1.428 -0.05
C 2.867 4.096 -1.937 -0.602 1.272 -0.531 0.11
C 2.588 2.810 -2.313 -0.324 0.530 -1.282 -0.04
F 3.135 1.835 -1.595 0.043 -0.502 0.150 0.00
C 1.873 2.482 -3.527 0.458 0.654 1.865 0.10
C 1.557 1.126 -3.868 -0.218 0.178 -0.882 0.11
C 1.546 0.068 -3.002 1.239 -1.964 3.177 0.00
N 1.651 -0.778 -2.159 -1.032 1.880 -2.097 0.06
C 1.079 0.790 -5.159 -0.542 0.340 -0.920 -0.01
N 0.634 0.626 -6.212 0.211 -0.326 0.397 0.03
F 3.601 4.361 -0.874 0.449 -0.790 0.702 0.01
C 2.705 6.573 -2.334 0.773 1.178 2.770 0.36
C 2.418 7.704 -3.112 0.578 1.760 -1.564 -0.04
N 2.437 8.674 -3.763 -0.406 -1.315 1.023 0.19
C 3.313 6.929 -1.015 -0.614 -1.040 -1.269 -0.04
N 3.766 7.036 0.040 -0.147 0.371 -0.317 0.12
C -1.998 4.205 3.144 -0.316 0.578 0.643 0.00
Si -0.627 3.252 3.901 1.277 0.260 1.037 0.00
C -0.969 2.655 5.653 -1.985 0.798 -0.174 0.00
C 0.990 4.258 3.979 -0.435 -0.029 0.624 0.00
Se -0.494 1.047 3.075 0.142 0.518 -1.053 0.00
H -1.848 5.268 3.484 -0.288 -0.899 -0.468 0.00
H -2.989 3.845 3.463 0.366 0.184 -0.117 0.00
H -1.915 4.137 2.072 -0.127 0.307 -0.430 0.00
H -1.304 3.531 6.264 0.571 -0.418 -0.433 0.00
H -0.113 2.221 6.092 1.000 -0.435 0.643 0.00
H -1.829 1.970 5.763 0.414 0.029 -0.263 0.00
H 1.002 4.902 4.870 -0.522 -0.192 0.107 0.00
H 1.090 4.962 3.179 0.009 0.211 -0.835 0.00
H 1.932 3.737 4.088 0.075 -0.596 -0.271 0.00
```
Positions in Å, forces in eV/Å.

Results
highest occupied orbital energy (spin up / spin down)	-9.45 / -10.31	eV
2S+1	2
gap between HOMO and LUMO (spin up / spin down)	0.2143 / 0.2246	Eh
charge	+1
LUMO (spin up / spin down)	-0.1329 / -0.1541	Eh



# 3
Molecular formula: C41H33N4O6RuTe
Method: DFT, wB97M-V/def2-TZVPD

Geometry as XYZ:
```
86
Properties=species:S:1:pos:R:3:forces:R:3:mulliken_spin:R:1
Ru -0.372 -1.516 1.558 -0.146 0.192 -0.232 2.54
O 0.427 -4.866 3.581 -0.066 -0.249 0.035 0.02
C 0.303 -3.738 3.204 -0.344 0.197 -0.297 0.00
O -0.701 -3.276 2.449 0.366 0.012 0.154 0.07
C 1.276 -2.659 3.599 -0.205 0.346 -0.178 -0.01
C 2.375 -2.845 4.407 0.092 -0.053 0.092 -0.01
C 3.113 -1.728 4.768 0.032 0.081 0.018 0.00
C 2.685 -0.462 4.376 0.174 -0.051 0.119 0.00
C 1.564 -0.354 3.584 -0.193 -0.219 -0.207 0.05
N 0.918 -1.446 3.167 0.371 -0.078 0.348 0.00
C 0.876 0.960 3.302 -0.235 -0.007 0.181 0.02
O 1.430 2.009 3.549 -0.021 0.062 -0.016 0.02
O -0.359 0.789 2.913 0.242 -0.096 -0.044 0.20
H 2.616 -3.846 4.736 0.018 0.029 -0.001 0.00
H 3.996 -1.835 5.385 -0.037 0.009 -0.022 0.00
H 3.182 0.445 4.689 0.009 -0.022 0.016 0.00
C 1.112 0.391 -4.957 -0.016 -0.014 0.111 0.00
C 1.006 0.171 -3.466 0.104 -0.019 -0.190 0.01
C 1.973 -0.539 -2.764 0.108 -0.103 -0.143 0.00
C 1.890 -0.726 -1.389 0.224 -0.090 -0.091 0.01
C 2.807 -1.674 -0.671 0.261 0.485 0.309 0.00
O 2.370 -2.388 0.213 -0.169 -0.329 -0.098 0.02
C 4.259 -1.706 -1.011 -0.129 -0.016 -0.150 0.00
C 4.906 -0.605 -1.564 0.020 0.088 -0.021 0.00
C 6.267 -0.659 -1.829 -0.008 -0.006 0.012 0.00
C 6.980 -1.819 -1.557 -0.021 -0.025 0.001 0.00
C 6.336 -2.922 -1.004 -0.003 0.035 0.012 0.00
C 4.982 -2.862 -0.723 0.032 -0.069 0.003 0.00
C 0.828 -0.155 -0.676 -0.096 -0.078 0.524 0.03
O 0.813 -0.263 0.651 -0.020 0.101 -0.336 0.09
C -0.200 0.502 -1.367 -0.129 0.194 -0.064 0.01
C -0.073 0.663 -2.749 -0.286 0.039 0.064 -0.01
C -1.441 0.949 -0.672 0.008 -0.066 -0.264 0.00
N -1.807 0.378 0.412 -0.286 -0.041 0.451 0.06
C -3.060 0.766 1.064 0.149 0.018 0.000 -0.04
C -3.090 0.452 2.554 0.022 0.043 -0.054 0.06
Te -2.236 1.863 3.903 0.094 -0.007 0.221 0.84
C -1.871 3.553 2.744 0.059 -0.123 -0.107 0.05
C -2.720 4.639 2.934 0.027 0.068 -0.099 -0.07
C -2.444 5.829 2.277 -0.006 0.041 -0.017 -0.01
C -1.322 5.926 1.463 -0.017 0.003 -0.015 0.00
C -0.480 4.835 1.293 -0.010 -0.001 -0.016 0.00
C -0.750 3.629 1.926 0.000 0.164 -0.043 0.00
C -2.245 2.016 -1.362 0.032 -0.049 0.075 0.01
C -1.671 3.259 -1.606 0.053 0.031 0.027 0.00
C -2.400 4.261 -2.229 0.009 -0.006 -0.003 0.00
C -3.703 4.019 -2.643 0.001 0.003 0.005 0.00
C -4.273 2.770 -2.433 0.037 -0.021 0.016 0.00
C -3.548 1.775 -1.790 -0.015 -0.058 -0.036 0.00
H 1.982 -0.121 -5.370 -0.024 -0.001 0.026 0.00
H 1.213 1.453 -5.188 -0.002 -0.034 0.019 0.00
H 0.226 0.027 -5.482 0.023 0.006 0.048 0.00
H 2.797 -0.991 -3.311 -0.039 0.035 0.064 0.00
H 4.353 0.306 -1.765 0.033 -0.054 0.006 0.00
H 6.771 0.203 -2.248 -0.016 -0.033 0.021 0.00
H 8.040 -1.864 -1.775 -0.030 -0.001 0.012 0.00
H 6.894 -3.826 -0.790 -0.016 0.036 -0.014 0.00
H 4.465 -3.705 -0.283 0.019 0.022 -0.014 0.00
H -0.869 1.162 -3.294 0.038 0.028 0.054 0.00
H -3.875 0.186 0.625 0.001 -0.045 -0.109 0.00
H -3.297 1.816 0.886 -0.027 0.091 -0.004 0.01
H -2.543 -0.459 2.793 -0.007 -0.173 -0.025 0.00
H -4.116 0.328 2.897 -0.025 0.022 -0.037 0.00
H -3.582 4.567 3.587 0.014 0.002 -0.011 -0.01
H -3.097 6.682 2.414 0.035 -0.032 -0.014 0.00
H -1.099 6.862 0.965 -0.006 -0.032 0.031 0.00
H 0.406 4.926 0.677 -0.033 -0.011 0.011 0.00
H -0.085 2.782 1.826 -0.080 0.119 -0.046 -0.01
H -0.646 3.436 -1.305 0.002 0.030 0.005 0.00
H -1.947 5.230 -2.404 -0.015 -0.049 0.021 0.00
H -4.271 4.798 -3.137 0.038 -0.051 0.028 0.00
H -5.282 2.568 -2.772 0.041 0.001 0.017 0.00
H -3.990 0.796 -1.646 -0.008 0.023 0.016 0.00
N -3.098 -5.039 -2.768 0.033 0.073 0.046 0.01
C -2.530 -4.202 -1.874 -0.068 -0.099 -0.059 0.01
C -3.198 -3.837 -0.691 -0.096 -0.088 -0.092 0.01
C -2.587 -2.990 0.187 0.147 0.239 0.038 0.03
N -1.372 -2.450 -0.026 0.234 -0.304 -0.317 -0.04
C -0.720 -2.812 -1.152 -0.260 0.010 0.263 0.01
C -1.253 -3.661 -2.083 -0.028 -0.040 -0.094 -0.01
H -3.973 -5.487 -2.570 -0.017 -0.014 0.009 0.00
H -2.585 -5.355 -3.570 0.015 -0.016 -0.021 0.00
H -4.175 -4.241 -0.458 0.028 0.022 -0.016 0.00
H -3.076 -2.724 1.114 0.023 -0.003 0.053 0.00
H 0.269 -2.405 -1.285 0.009 -0.051 0.007 0.01
H -0.677 -3.922 -2.961 -0.023 0.024 0.028 0.00
```
Positions in Å, forces in eV/Å.

Results
highest occupied orbital energy (spin up / spin down)	-10.53 / -10.81	eV
2S+1	5
gap between HOMO and LUMO (spin up / spin down)	0.3003 / 0.2523	Eh
charge	+1
LUMO (spin up / spin down)	-0.0866 / -0.1450	Eh



Number 1: E_tot -5427.2092 hartree. Number 2: E_tot -5919.9167 hartree. Number 3: E_tot -2615.3625 hartree.